Computed, not measured: 2 unconnected molecules or ions with the total composition C4H9N2O2, with ωB97M-V with the def2-TZVPD basis set.

- Energy above the lowest of the compared OMol25 structures with the same formula, charge and spin: 166.4 kcal per mole
- HOMO-LUMO gap: 3.75 eV
- E_LUMO: 0.24 eV
- HOMO energy: -3.5 eV
- Charge: -1

Cartesian coordinates (Å):
N (2.49, -0.90, -0.25)
C (1.19, -0.66, -0.56)
C (0.41, -0.21, 0.54)
N (-0.72, 0.37, 0.79)
C (-1.77, 0.23, -0.22)
C (-3.13, 0.28, 0.54)
O (-4.25, 0.31, -0.15)
O (4.78, 0.46, -0.43)
H (5.55, 0.94, -0.74)
H (2.82, 0.00, 0.15)
H (3.17, -0.89, -1.02)
H (0.89, -0.77, -1.59)
H (1.07, -0.22, 1.42)
H (-1.69, 0.87, -1.12)
H (-1.78, -0.76, -0.72)
H (-3.02, -0.65, 1.21)
H (-3.06, 1.03, 1.37)